(1)
{"formula": "C50H112N6O13", "method": "ωB97M-V/def2-TZVPD", "species": ["H", "H", "H", "H", "H", "O", "C", "C", "C", "C", "O", "H", "C", "H", "H", "H", "H", "H", "C", "C", "C", "C", "H", "C", "H", "H", "H", "H", "N", "H", "H", "H", "C", "C", "H", "H", "C", "N", "C", "H", "C", "H", "H", "C", "H", "H", "C", "H", "H", "H", "H", "C", "C", "H", "N", "C", "C", "O", "C", "C", "H", "H", "C", "H", "H", "H", "H", "C", "C", "C", "H", "H", "H", "H", "H", "O", "H", "O", "O", "C", "H", "C", "H", "N", "H", "H", "H", "C", "H", "H", "C", "H", "O", "C", "H", "O", "C", "C", "O", "C", "H", "C", "H", "C", "H", "H", "H", "H", "H", "H", "H", "H", "H", "H", "H", "H", "C", "C", "C", "H", "H", "H", "H", "H", "N", "H", "C", "H", "H", "H", "C", "H", "H", "H", "H", "H", "H", "H", "H", "H", "H", "N", "H", "O", "H", "C", "H", "H", "C", "H", "H", "H", "H", "O", "H", "H", "H", "H", "H", "C", "H", "O", "H", "C", "C", "C", "H", "H", "H", "H", "H", "H", "H", "H", "H", "O", "H", "C", "H", "H", "C"], "positions_angstrom": [[-0.01491, 0.31354, 9.41310], [4.65181, -3.60241, -1.52850], [-1.85506, 3.95108, -1.92085], [-5.80611, 1.82571, -0.52980], [-3.04268, 8.23304, -3.42896], [-1.77271, 2.74980, 2.75956], [-0.35699, 4.42178, -4.12018], [2.49602, -4.97641, -0.88687], [-5.27389, 1.41668, 3.33166], [-3.93149, 0.66866, 3.38095], [-2.05738, 6.71297, -2.69403], [1.63820, -4.07371, -3.28278], [-2.62678, 4.90766, 2.10688], [0.38257, -4.82437, -5.59109], [2.98832, 7.23810, -4.98540], [-0.84542, -6.20231, -1.66821], [5.20844, -1.96476, -3.01109], [-0.71117, 6.67561, -1.17623], [0.03981, -0.46580, 8.70535], [3.13633, -2.78079, 4.80856], [-2.97581, 0.54840, -3.80350], [2.62561, 6.22846, -5.24199], [0.32530, 3.54112, -2.42082], [-4.45642, -3.85137, -2.05723], [-1.82080, 5.66183, 2.08600], [4.36351, 0.11593, -3.01433], [-8.05679, 2.65948, -0.78703], [-5.73433, 4.13208, -1.87020], [5.31061, -1.58640, -1.02794], [8.04592, 0.16253, -3.33980], [6.85676, -1.52959, -2.53713], [-2.38490, 6.17236, -0.79932], [2.00479, 2.39071, -1.09577], [1.54371, -1.38071, 5.99970], [-1.57022, -5.41110, -3.09340], [3.16668, -4.84060, 4.29708], [-2.09483, 3.47464, 1.76452], [-0.09407, -4.29156, -2.21015], [5.45713, -3.08980, -0.98305], [1.58172, 3.61487, -4.66320], [-4.63530, 0.44146, 1.13835], [-4.89596, -1.16528, 2.60768], [-3.76741, 7.47544, -1.95147], [5.40996, -3.37611, 0.50014], [3.85305, -0.01765, -0.76882], [-3.68056, 1.10677, -3.20485], [0.99519, 4.52252, -4.77527], [1.52223, -3.52037, 2.20474], [1.52146, -3.44198, 7.36090], [-4.68752, -4.90481, -2.39989], [-0.42508, -3.34684, -2.12389], [-7.07564, 0.99146, 1.76111], [2.99456, -3.91592, 3.74664], [3.76748, 3.80871, -0.89043], [-5.66880, 1.41772, 1.90685], [0.02108, -0.60999, 1.75644], [-1.65943, 0.34288, -3.03961], [1.32299, 2.21959, -2.13764], [-5.60847, 2.84077, 1.35565], [1.43733, -3.80187, 6.32679], [-4.97085, -3.17242, -2.78246], [2.22645, 6.27933, -6.21739], [-1.09998, 4.68260, -1.66059], [-3.75138, 0.11041, 4.35219], [0.55222, -1.21288, -0.28459], [-2.14836, -4.05414, -0.43029], [-4.73406, 3.22408, 1.89851], [-4.14848, -0.39255, 2.34128], [-5.55886, 2.82883, -0.18703], [-1.75614, -2.70597, -5.15894], [-6.68302, 4.64481, -0.44058], [3.18720, -1.56858, -1.36822], [-0.07277, 1.32188, -2.40586], [1.06559, 0.56136, 4.02033], [-3.22987, -0.91348, 2.28694], [-2.14319, 3.10496, 0.60101], [-0.15437, 1.56589, 3.21191], [2.82384, -4.08808, -1.65285], [-0.47229, -3.07448, -4.70095], [7.58977, -0.02797, -4.32823], [-0.54801, -0.93779, 5.41522], [-7.63949, 3.08000, -1.64304], [4.33589, -3.58503, 0.76519], [0.90552, 0.37709, 1.85293], [5.98660, -4.29912, 0.64506], [1.82457, -0.60862, 5.25504], [-2.07702, -2.03403, -4.39181], [5.77181, -1.26332, -2.40933], [-0.86802, 3.48923, -4.33319], [-5.24819, 0.01575, 0.34193], [-1.29234, -5.23039, -2.09101], [-2.32462, 8.59178, -1.74593], [2.28696, 1.43527, -0.28211], [-0.11641, 0.03611, 7.19296], [-8.24040, 3.79845, -2.19012], [-3.10320, -3.56222, -2.10806], [3.45959, -6.09375, -0.45783], [-1.59162, 6.11323, -1.53698], [1.28051, -5.22457, -0.54104], [0.82313, 1.14726, 3.11849], [-7.07990, -0.06218, 2.02115], [6.30584, -1.15643, 0.09655], [-0.45421, -1.97202, 6.82205], [0.94584, -2.68881, 4.12122], [-0.76183, 4.37002, -0.65139], [2.04454, -4.66678, 6.14674], [7.88764, -1.02848, -4.61184], [5.95000, 1.33761, -4.44543], [3.42179, -6.10850, 0.65192], [-5.97322, 0.82980, 3.92923], [2.19169, 4.60373, -1.30341], [3.77454, -3.77189, 3.02675], [6.68812, -2.33440, 1.94323], [-3.50072, 5.28700, 1.46451], [-4.53201, 2.87983, -0.44459], [3.43522, 5.51184, -5.32405], [1.55825, -3.78688, 3.25417], [-0.11113, -4.43126, -4.64724], [5.91116, -2.14572, 1.23959], [1.33657, 0.74701, 1.03285], [-1.06514, -1.03579, 0.00982], [-3.42138, -0.40837, -3.88089], [-6.46351, 3.38376, 1.76412], [5.72252, 0.87702, -2.10946], [1.78754, -2.66227, 5.40308], [5.46946, -0.27317, -5.03282], [2.64753, 3.78715, -0.75942], [3.91855, -2.98422, 5.49957], [7.29862, -1.43657, -0.28645], [-0.21259, -2.37317, 0.74296], [0.03208, -1.16095, 6.30099], [-0.10623, -2.83754, 4.32887], [-7.51393, 1.10803, 0.80726], [2.05789, -1.36012, 6.93549], [1.55324, 1.98098, 3.03194], [-4.87104, -3.67072, -1.00436], [-3.84250, 1.05600, 0.69338], [-3.01863, 4.81959, 3.09993], [6.45079, -3.22855, -1.43884], [5.09309, -1.77681, 1.90024], [3.68255, -1.42249, 0.33674], [0.00253, 4.50985, -2.67415], [-1.10861, 0.46629, 7.13464], [1.70882, 5.68469, -4.21127], [0.36573, -3.96427, 6.21359], [0.68981, -4.60790, -3.37602], [-7.37044, 2.20961, -2.23205], [-0.92378, 5.39324, -4.32815], [-2.86299, 7.90209, -2.43880], [3.30952, -1.81435, 4.32909], [4.50986, -5.95530, -0.76835], [0.60183, -4.58232, -1.28734], [-2.47055, -3.52882, -5.17341], [-0.96937, 1.47119, -2.85603], [2.55839, 3.81143, 0.32488], [3.03029, -7.08785, -0.80312], [-5.33342, 2.44637, 3.69929], [-0.99523, -5.00006, -4.55366], [0.78562, -5.68269, -3.16448], [3.91335, -1.09951, -0.69026], [-7.64577, 1.43475, 2.60319], [-1.24554, -0.71257, -2.57908], [0.90281, -1.08055, 8.95015], [5.46446, 0.09792, -2.85116], [-2.45302, -4.56168, -1.33404], [-6.39789, 3.78422, -1.07799], [6.38038, -0.06035, 0.30398], [-1.77140, -2.28063, -6.19041], [1.06817, -4.72740, 3.38482], [-3.06787, 1.24822, 3.22772], [-3.14524, -5.38892, -1.13065], [-2.98115, 1.04131, -4.73757], [0.53130, 0.91049, 7.08004], [1.18710, -1.72367, 3.72460], [0.95356, 4.72761, -5.86436], [-0.68580, -1.01156, 2.73357], [0.81285, 5.09856, -2.48060], [-0.16542, -1.32873, 0.52941], [-0.82008, -1.10596, 8.94570], [8.08271, 0.63976, -5.00512], [6.08908, 0.26144, -4.24916]], "homo_ha": -0.4174, "e_lumo_ev": -3.2, "charge": 2, "gap_ev": 8.1}

(2)
{"formula": "C3H10N2O3P", "method": "ωB97M-V/def2-TZVPD", "species": ["C", "H", "H", "C", "O", "H", "H", "N", "H", "H", "P", "H", "N", "H", "O", "H", "O", "C", "H"], "positions_angstrom": [[-1.74223, -1.48106, 1.69029], [3.17676, -1.33523, -1.58985], [1.50124, -1.59882, -1.90912], [-1.23953, 2.30143, -0.34883], [-1.53365, 1.14819, -1.12709], [-1.35949, -2.32149, 1.11403], [3.79650, 0.23723, 0.00275], [2.20600, -1.10689, -1.38631], [2.59808, 1.13008, 0.85453], [-1.54429, 3.16081, -0.94521], [-1.34963, -0.28363, -0.57885], [-0.17027, 2.35375, -0.15395], [2.80872, 0.42899, 0.16400], [-1.78639, 2.29299, 0.59221], [-1.62782, -1.44517, -1.37934], [-2.79155, -1.65330, 1.92434], [-1.63301, -0.26184, 0.96085], [1.86636, -0.20163, -0.49757], [-1.17580, -1.36442, 2.61311]], "homo_ha": [-0.4885, -0.4884], "e_lumo_ev": [-5.1, -5.1], "charge": 1, "gap_ev": [8.2, 8.2]}